Entry 1:
The following is a quantum chemistry calculation of C3H3N3 in the gas phase, from the Open Molecules 2025 dataset.

```
9
Properties=species:S:1:pos:R:3:forces:R:3
C -0.2364 -0.3398 0.5564 0.6 -0.6 0.6
C 0.4369 -1.1726 -0.2173 1.1 -1.2 -1.5
C 0.4020 2.8330 0.5191 1.4 2.1 0.4
N -0.1785 1.8740 0.2882 -1.2 -0.8 -0.1
N -0.9960 0.8084 0.2026 -1.0 0.3 -2.4
N 1.1702 -1.8858 -0.9415 -0.7 4.1 2.5
H -0.0503 -0.2540 1.6271 0.2 -0.9 -0.2
H -1.4192 0.8771 -0.7600 0.6 -0.8 1.4
H 0.8712 -2.7404 -1.2745 -1.1 -2.3 -0.7
```
Forces are in eV/Å.

Results
Energy above the lowest of the compared OMol25 structures with the same formula, charge and spin: 98.7 kcal/mol
LUMO: 0.4 eV
Frontier orbital gap: 9.776 eV
E: -7625.271 eV
Highest occupied orbital energy: -9.4 eV

Results of the Mulliken charge analysis, in e, for atoms 1 through 8:
1. C -0.56
2. C 0.49
3. C -0.36
4. N 0.21
5. N -0.27
6. N -0.47
7. H 0.36
8. H 0.32

=====

Entry 2:
The following is a quantum chemistry calculation of a gas-phase ion, C5H11N (charge -1), from the Open Molecules 2025 dataset.

```
17
Properties=species:S:1:pos:R:3:forces:R:3
C 0.0739 -2.4484 -0.0025 0.5 -0.5 -0.2
N 1.1559 -1.5919 -0.4875 -0.5 0.4 0.0
C 1.0146 -0.1924 -0.0738 -0.5 -0.4 -0.3
C -0.4062 0.4226 -0.1073 0.8 0.2 0.1
C -0.3197 1.7747 0.5796 -0.6 -0.8 -0.6
C -1.1078 2.8127 0.3228 0.6 0.1 0.1
H -0.8510 -2.4529 -0.5980 -0.1 0.5 0.2
H -0.1044 -2.2288 1.0494 -0.3 0.1 -0.1
H 0.4063 -3.4812 -0.0490 0.2 -0.3 0.1
H 1.1449 -1.5878 -1.4988 0.0 -0.2 -0.2
H 1.5848 0.4020 -0.7972 0.4 0.1 0.4
H 1.4118 -0.1276 0.9408 0.1 0.3 0.0
H -1.1401 -0.2585 0.3109 -0.1 0.1 0.1
H -0.6320 0.6036 -1.1643 -0.4 -0.2 0.1
H 0.5474 1.8253 1.2284 0.0 0.5 0.1
H -1.9658 2.7385 -0.3376 0.1 0.0 0.0
H -0.8126 3.7902 0.6840 -0.3 0.1 0.2
```
Forces are in eV/Å.

Results
Energy above the lowest of the compared OMol25 structures with the same formula, charge and spin: 26.1 kcal/mol
LUMO (alpha / beta): 4.1 / 4.2 eV
2S+1: 2
Net charge: -1
Frontier orbital gap (alpha / beta): 2.618 / 9.334 eV
E: -6850.686 eV
Highest occupied orbital energy (alpha / beta): 1.5 / -5.1 eV

Results of the Mulliken charge analysis, in e, for atoms 1 through 8:
1. C -2.39
2. N 0.33
3. C -1.77
4. C -1.35
5. C 0.51
6. C -0.52
7. H 0.40
8. H 0.26

=====

Entry 3:
The following is a quantum chemistry calculation of 8 unconnected molecules or ions with the total composition C14H42NO10, from the Open Molecules 2025 dataset.

```
67
Properties=species:S:1:pos:R:3:forces:R:3
N 0.5252 -0.1665 0.3165 1.4 1.5 -4.9
O 0.6840 1.0003 0.7286 -0.9 -0.6 1.1
O 1.4385 -1.0067 0.4827 -0.6 -0.3 1.0
O -0.2775 -0.3256 -0.6788 0.1 -0.3 2.4
C 3.9286 3.1543 3.1262 3.2 -2.1 0.9
C 2.8291 2.5585 2.3918 -5.7 -0.7 1.9
O 3.0500 1.1621 2.0416 1.8 2.8 2.3
H 4.3154 2.7174 4.1967 -0.8 0.1 -3.1
H 3.7802 4.1285 3.4148 -0.9 2.5 0.2
H 4.6107 3.1812 2.2435 1.2 0.0 1.6
H 2.5309 3.2268 1.5719 0.7 -0.6 -0.5
H 1.7622 2.8029 3.0576 2.4 -1.6 -1.4
H 2.4626 0.9524 1.3571 -1.7 -0.5 -1.4
C -3.3092 -3.1815 -3.4087 0.9 -0.5 -0.7
C -2.1413 -2.7528 -2.6622 1.4 3.8 0.6
O -2.6148 -1.7909 -1.6417 -14.5 -10.8 -5.2
H -3.8149 -2.3999 -3.8970 0.5 1.3 -2.0
H -4.1626 -3.4034 -2.9095 -2.1 -1.7 3.0
H -2.9983 -4.0567 -3.9189 -0.2 -0.6 -1.5
H -1.4279 -2.1591 -3.3845 -1.2 -1.1 1.3
H -1.5197 -3.4815 -2.1657 -0.1 -0.7 0.0
H -1.9748 -1.3833 -1.4726 15.2 10.2 4.6
C 1.5934 -4.9865 -1.9964 -1.4 2.5 -3.2
C 1.7578 -3.7429 -1.1881 -2.1 0.3 -2.1
O 1.1953 -2.6150 -1.8624 1.1 1.5 3.3
H 0.6794 -5.4774 -1.9002 -2.1 -0.3 0.1
H 2.1976 -5.5978 -1.5217 3.6 -3.6 1.6
H 1.7926 -4.9148 -3.1470 0.0 0.2 2.3
H 2.7460 -3.5937 -1.0131 3.7 0.6 -0.3
H 1.4783 -3.7717 -0.1633 -1.6 -0.7 0.9
H 1.4007 -1.9743 -1.0518 -1.3 -0.7 -2.7
C 0.5517 -3.9263 4.4377 -0.8 2.5 -0.8
C 1.0710 -2.8470 3.4742 -2.4 5.3 0.8
O 0.5005 -2.9258 2.1654 -1.8 -4.4 3.9
H 0.9697 -3.7215 5.4497 0.5 -0.9 -0.9
H 0.8629 -4.7726 3.7911 -1.0 -0.7 1.6
H -0.5486 -3.5872 4.6515 1.6 -1.8 -1.1
H 2.1047 -2.5559 3.5328 0.9 -1.0 -0.5
H 0.6413 -1.7727 3.8500 0.8 -2.1 -0.2
H 0.8668 -2.4171 1.5259 2.2 2.9 -2.6
C -3.9349 2.6507 -0.2297 -1.7 1.7 -1.6
C -2.7539 1.7235 -0.2481 -6.5 -2.4 -6.6
O -1.7392 2.0820 -1.0411 2.4 0.9 -1.3
H -3.5792 3.6618 0.0797 -0.6 -0.5 0.1
H -4.8147 2.2684 0.4283 1.7 0.7 -1.0
H -4.3708 2.8043 -1.3291 0.9 -0.4 2.2
H -3.3280 0.7370 -0.6354 1.7 1.3 0.8
H -2.4649 1.5967 0.6323 2.3 -1.5 7.8
H -0.9929 1.5021 -0.7656 -0.4 0.3 -0.7
C -0.6132 4.8096 3.3860 4.8 1.5 -1.0
C -0.6648 4.1498 2.0128 2.2 -1.1 3.0
O -0.8700 2.7853 2.3400 -0.5 -1.4 -2.3
H -0.2477 5.8969 3.3439 -0.4 -1.3 -0.2
H 0.1668 4.2843 4.0493 -1.3 0.5 -1.0
H -1.4980 4.8561 3.8453 -3.6 -0.2 1.9
H 0.3392 4.1998 1.6613 1.0 0.4 -0.8
H -1.2680 4.6169 1.3084 -1.8 0.5 -1.2
H -0.6298 2.2126 1.5308 -0.4 1.2 1.8
C 0.4951 1.4356 -5.2708 1.3 4.2 3.5
C 0.4686 1.0682 -3.7018 -0.7 1.6 -3.6
O -0.5013 0.1299 -3.4386 0.2 -2.2 0.3
H -0.3089 2.1583 -5.5988 0.8 -1.1 0.4
H 0.4710 0.5219 -5.6770 -0.5 -3.3 -2.1
H 1.5222 1.8805 -5.5139 -1.4 -0.4 0.3
H 0.2110 1.7654 -2.9952 -0.3 3.4 0.9
H 1.4112 0.7933 -3.3621 2.2 -1.2 0.0
H -0.0424 -0.1669 -2.6342 -1.5 -1.2 0.3
```
Forces are in eV/Å.

Results
Energy above the lowest of the compared OMol25 structures with the same formula, charge and spin: 253.3 kcal/mol
LUMO: 2.8 eV
Net charge: -1
Frontier orbital gap: 9.333 eV
E: -37152.899 eV
Highest occupied orbital energy: -6.6 eV

Results of the Mulliken charge analysis, in e, for atoms 1 through 8:
1. N 1.39
2. O -0.95
3. O -1.07
4. O -0.42
5. C -1.30
6. C 0.38
7. O -0.53
8. H 0.23

=====

Entry 4:
The following is a quantum chemistry calculation of a molecular structure, C4H4NiO2, from the Open Molecules 2025 dataset.

```
11
Properties=species:S:1:pos:R:3:forces:R:3
C -0.2818 1.2775 -0.8975 -0.2 -3.9 1.3
O -0.4511 0.3274 -1.7656 0.5 2.4 1.7
H -0.4119 0.6760 -2.6662 0.0 0.0 -1.2
C -1.1211 0.8522 0.8602 -0.1 1.2 0.1
C 0.2002 0.4874 0.5635 -2.1 0.0 -2.0
C 0.6585 -0.8306 0.6147 3.2 2.8 -0.5
O 1.2951 -1.5310 -0.1521 -2.3 1.5 1.1
Ni 2.1856 -3.0184 -0.3279 1.6 -2.5 -0.3
H -1.2996 1.8897 1.1598 -0.3 -0.2 -0.4
H -1.8971 0.0882 0.9565 0.0 0.4 0.2
H 1.1231 -0.2183 1.6546 -0.3 -1.9 -0.1
```
Forces are in eV/Å.

Results
LUMO (alpha / beta): -11.4 / -12.3 eV
2S+1: 3
Net charge: +2
Frontier orbital gap (alpha / beta): 7.553 / 5.856 eV
E: -49322.022 eV
Highest occupied orbital energy (alpha / beta): -19.0 / -18.1 eV

Results of the Mulliken charge analysis, in e, for atoms 1 through 8:
1. C 0.26
2. O -0.22
3. H 0.43
4. C -0.40
5. C 0.26
6. C 0.33
7. O -0.53
8. Ni 0.92

=====

Entry 5:
The following is a quantum chemistry calculation of 2 unconnected molecules or ions with the total composition C3H6ClNO2, from the Open Molecules 2025 dataset.

```
13
Properties=species:S:1:pos:R:3:forces:R:3
C 1.1717 0.8406 0.3219 0.3 0.6 0.7
C -0.3295 -0.4282 -1.4522 0.7 -0.3 0.9
C 0.8088 -0.3268 -0.4320 0.2 -0.8 -0.8
N -1.0918 -0.0397 1.3654 -4.0 0.4 -1.0
O 1.1157 1.5742 1.2608 0.4 -0.2 -0.6
O 1.8163 0.7320 -0.8184 0.5 -0.1 -0.2
Cl 1.5991 -1.8939 0.0586 -0.8 1.3 -0.4
H -1.2641 -0.5940 -0.9538 -0.4 0.2 0.5
H -0.1563 -1.3820 -1.9208 0.1 0.1 -1.1
H -0.3953 0.4810 -2.0745 0.3 -0.7 0.1
H -1.8761 0.1495 2.0248 0.6 -0.3 -0.8
H -1.0772 0.7691 0.7188 -0.5 -0.6 0.7
H -0.3213 0.1181 1.9015 2.7 0.3 2.0
```
Forces are in eV/Å.

Results
Energy above the lowest of the compared OMol25 structures with the same formula, charge and spin: 48.3 kcal/mol
LUMO: 0.7 eV
SMILES: C[C@@]1(Cl)OC1=O.N
Frontier orbital gap: 11.031 eV
E: -21314.024 eV
Highest occupied orbital energy: -10.3 eV

Results of the Mulliken charge analysis, in e, for atoms 1 through 8:
1. C 0.36
2. C -1.19
3. C 0.88
4. N -0.70
5. O -0.53
6. O -0.37
7. Cl -0.19
8. H 0.37